[1]
C64H56BBr3N11O16 | ωB97M-V/def2-TZVPD

The maximum force is 1.42 eV Å⁻¹. As for the total charge: -1. The calculation puts the gap between HOMO and LUMO at 8.3 eV. As for the HOMO energy: -0.26523 hartree. Its electronic energy is -12025.437827 Eh. The value obtained for the relative energy (zero: lowest compared OMol25 entry of this formula, charge and spin) is 0.0 kJ/mol.

Last column: Löwdin charge in e.
Element x y z (Å)
1 C -11.72778 -31.24698 0.35197  -0.09
2 H -16.85839 -29.08516 -3.44349  0.11
3 C -9.63070 -17.62726 5.33056  -0.07
4 C -13.77461 -22.81060 3.38686  -0.40
5 H -18.76656 -32.72110 -0.68623  0.10
6 H -15.11137 -26.65661 4.88215  0.10
7 C -14.41366 -19.49117 1.41623  -0.14
8 H -13.99330 -29.00546 -0.71089  0.08
9 H -13.26241 -17.83757 -1.78910  0.10
10 C -10.91849 -19.80793 4.39414  -0.14
11 C -17.93626 -23.90109 3.66604  -0.06
12 H -16.73522 -29.17446 -0.69585  0.09
13 C -13.27326 -26.27499 0.62589  -0.38
14 H -12.24290 -32.11246 -2.83720  0.10
15 C -19.61560 -28.34021 0.43402  0.01
16 O -8.86981 -27.83760 -0.56789  0.09
17 C -14.63148 -17.82300 -0.12002  -0.17
18 H -13.48398 -20.04826 11.81843  0.12
19 C -15.31538 -25.79794 -2.37753  -0.08
20 H -11.42498 -20.71194 4.07687  0.10
21 H -15.22660 -21.64181 11.06470  0.10
22 O -13.82937 -21.64077 3.63867  0.12
23 C -12.91472 -19.44758 -0.42492  -0.08
24 N -21.76483 -29.37213 -0.12216  -0.35
25 H -10.92628 -18.89864 2.47896  0.10
26 H -16.25692 -21.37515 5.17269  0.11
27 C -10.07656 -18.64227 6.16729  -0.15
28 H -12.89587 -29.71363 1.31284  0.09
29 C -14.42391 -21.36642 10.39554  -0.07
30 O -11.80131 -18.38223 11.33112  0.07
31 H -16.64729 -27.79348 6.49402  0.11
32 C -10.02653 -29.85322 3.46902  -0.07
33 H -19.34035 -25.13606 4.68248  0.10
34 N -9.02575 -21.09736 0.27123  -0.35
35 H -17.33513 -25.10130 -2.04663  0.10
36 C -13.42518 -21.43466 8.18814  -0.06
37 O -9.38050 -21.55646 -0.80218  0.07
38 H -18.84483 -25.04877 0.73949  0.09
39 C -10.90190 -27.65959 2.98643  -0.06
40 C -18.60322 -24.35212 4.79620  -0.07
41 N -11.56044 -19.00092 10.31318  -0.35
42 C -12.70175 -30.26372 0.39675  -0.06
43 H -8.15027 -20.53368 2.70663  0.12
44 H -15.11898 -16.90510 -0.43368  0.10
45 H -9.07278 -24.22678 4.53059  0.06
46 C -9.36952 -29.88764 2.25087  -0.03
47 C -15.33121 -30.45376 4.91119  -0.17
48 N -17.77904 -30.95602 -0.79337  0.07
49 C -14.55785 -26.89878 -2.78524  -0.16
50 O -22.97790 -29.24127 -0.17070  0.06
51 C -17.53928 -32.41949 1.07762  -0.07
52 C -16.90154 -22.23267 5.01966  -0.14
53 C -12.52171 -20.03331 9.90665  -0.15
54 C -14.40546 -21.82556 9.08499  -0.07
55 C -19.44086 -25.94276 0.60176  -0.08
56 H -15.22200 -22.46871 8.77292  0.11
57 H -14.82368 -24.89284 -2.04191  0.11
58 C -8.48036 -22.41571 3.69508  -0.08
59 C -16.68509 -31.52392 1.71456  -0.07
60 H -15.29813 -31.53759 4.96679  0.10
61 H -12.02598 -23.71248 7.32111  -0.08
62 C -20.96803 -28.18646 0.21952  -0.15
63 C -9.89846 -17.69579 3.97355  -0.07
64 H -16.07158 -31.83502 2.55105  0.09
65 O -13.85997 -23.39102 2.21081  0.23
66 O -14.96567 -25.57205 2.04393  0.22
67 O -8.64904 -19.95464 0.43221  0.07
68 Br -11.13122 -24.25360 9.59086  0.59
69 N -15.03786 -18.38973 1.00901  0.05
70 C -9.57614 -28.82558 1.38221  -0.16
71 C -21.58664 -26.94823 0.18060  -0.01
72 C -9.62737 -23.24862 1.31486  0.02
73 O -8.59047 -29.96965 -0.34005  0.07
74 C -10.56670 -18.80664 3.49702  -0.07
75 H -17.80033 -27.35253 0.89201  0.09
76 C -11.04783 -23.97576 7.69844  -1.60
77 C -13.53490 -18.27744 -0.83738  -0.08
78 O -12.73070 -26.87374 -0.24558  0.16
79 H -10.84754 -32.74893 -0.93041  0.10
80 H -16.57983 -22.46191 2.88053  0.11
81 H -13.73771 -28.11953 3.35444  0.09
82 H -8.01007 -22.12228 4.62332  0.09
83 C -16.68719 -25.90853 -2.36926  -0.09
84 H -21.24348 -24.83856 0.24378  0.11
85 C -17.25367 -27.10136 -2.79904  -0.08
86 H -18.33029 -27.19260 -2.86590  0.10
87 H -14.85286 -19.95688 2.28667  0.09
88 H -18.19935 -24.30417 2.69801  0.08
89 C -12.46540 -20.53363 8.62097  -0.02
90 C -18.83886 -27.19429 0.62979  -0.04
91 N -17.53645 -22.65691 6.11364  0.05
92 H -9.55053 -16.87611 3.35786  0.11
93 H -10.30364 -26.89494 1.03591  0.11
94 Br -9.82784 -22.52785 7.28033  0.64
95 H -18.94020 -23.93527 6.88274  0.10
96 O -13.46806 -23.74709 5.63049  0.13
97 H -11.67881 -20.21977 7.94794  0.06
98 H -17.79049 -33.34563 1.58091  0.10
99 H -9.88207 -30.68723 4.14565  0.11
100 H -11.29442 -28.66389 4.78346  0.11
101 H -13.48747 -26.72931 -2.83950  0.11
102 C -13.33205 -20.05388 0.75126  -0.06
103 N -8.96918 -28.87984 0.05284  -0.34
104 C -9.06969 -21.98592 1.42884  -0.15
105 H -10.02360 -23.60530 0.37421  0.13
106 C -9.65558 -24.08606 2.41871  -0.04
107 N -10.70389 -19.72221 5.70330  0.04
108 C -10.78509 -28.75314 3.83032  -0.07
109 H -11.52058 -26.83540 3.31483  0.09
110 C -13.37892 -29.89596 -0.75819  -0.15
111 C -16.40769 -28.12930 -3.18903  -0.16
112 C -17.09000 -22.80570 3.77226  -0.06
113 N -15.08567 -28.02773 -3.20884  0.08
114 H -13.40270 -21.80871 7.17259  0.10
115 H -15.67056 -29.64470 1.45458  0.08
116 O -10.58331 -18.81455 9.61361  0.06
117 C -20.80382 -25.81971 0.36938  -0.07
118 C -16.14919 -29.74880 5.78594  -0.07
119 C -14.75421 -26.41321 1.04169  -0.37
120 Br -10.59471 -25.59226 6.72726  0.59
121 B -13.71741 -24.85666 2.37468  -0.91
122 C -15.17814 -27.73437 4.92638  -0.04
123 C -8.51889 -21.54659 2.62284  -0.02
124 O -13.33831 -25.04254 3.78665  0.20
125 C -16.36027 -30.36752 1.03724  -0.07
126 H -16.74557 -30.29277 6.50570  0.10
127 O -15.53576 -27.19733 0.59522  0.14
128 C -16.07474 -28.36737 5.77346  -0.07
129 C -13.52547 -23.91146 4.44847  -0.37
130 C -10.24682 -27.69023 1.76678  0.00
131 C -13.46491 -20.45840 10.81963  -0.01
132 H -9.85569 -18.64684 7.22850  0.09
133 H -10.15662 -25.03634 2.32217  0.08
134 O -12.70703 -25.41023 1.46380  0.21
135 C -9.10094 -23.65820 3.60843  -0.07
136 H -11.19532 -31.44332 1.27152  0.09
137 H -12.03959 -19.80476 -0.95342  0.10
138 H -12.87875 -20.98144 1.07449  0.09
139 H -22.63908 -26.85741 -0.03715  0.12
140 C -12.34201 -31.55504 -1.90901  -0.16
141 C -11.54376 -31.92704 -0.83497  -0.07
142 H -9.11320 -16.79352 5.79008  0.10
143 C -14.44997 -28.53514 4.06275  -0.14
144 C -18.08862 -32.07423 -0.14041  -0.16
145 C -16.92912 -30.12533 -0.20663  -0.17
146 O -21.17842 -30.40618 -0.33832  0.08
147 H -8.79553 -30.75785 1.97227  0.12
148 H -19.10974 -29.28750 0.55003  0.09
149 C -18.38027 -23.67604 5.98904  -0.16
150 N -14.50364 -29.86988 4.05806  0.07
151 N -13.20935 -30.55564 -1.89538  0.08

---

[2]
C4H9N3O | ωB97M-V/def2-TZVPD

The maximum force is 3.63 eV Å⁻¹. As for the total charge: 0. The calculation puts the gap between HOMO and LUMO at 10.3 eV. As for the HOMO energy: -0.34044 hartree. As for the structure (SMILES): C[C@H]1NNC(=O)[C@@H]1N. Its electronic energy is -397.281404 Eh. The value obtained for the relative energy (zero: lowest compared OMol25 entry of this formula, charge and spin) is 181.8 kJ/mol.

Last column: Löwdin charge in e.
Element x y z (Å)
1 N -0.80912 -1.92278 -0.19814  0.05
2 O -1.40995 0.45733 -1.91080  0.07
3 N -0.42333 1.53455 -0.17955  0.06
4 C -0.58024 0.50051 -1.03557  -0.43
5 N 0.41135 1.28894 0.94291  0.01
6 C 0.01946 -0.74773 -0.32707  -0.29
7 H 0.85046 -1.12349 -0.94393  0.14
8 C 0.51732 -0.14741 1.04052  -0.30
9 H 1.31617 1.59836 0.73264  0.09
10 H 2.27751 -0.04539 2.23696  0.05
11 H -0.09251 -0.65361 1.82273  0.14
12 H 2.10821 -1.62088 1.60242  0.07
13 H -1.65863 -1.68836 0.26607  0.06
14 H 2.65474 -0.33831 0.52577  0.07
15 H -1.14444 -2.21278 -1.14147  0.10
16 H -1.26315 1.99486 -0.05582  0.12
17 C 2.03995 -0.58437 1.36955  -0.02

---

[3]
C26H55BN2O11P2S2 | ωB97M-V/def2-TZVPD

The maximum force is 10.44 eV Å⁻¹. As for the total charge: 0. The calculation puts the gap between HOMO and LUMO at 6.8 eV. As for the HOMO energy: -0.28085 hartree. As for the structure (SMILES): CCP(CC)[C@]1(B(C)O)[C@](S)([PH2]=N)CS(=O)(=O)O[C@@]1(O)c1cccnc1.COCCOC.COCCOC.COCCOC. Its electronic energy is -3464.076303 Eh.

Last column: Löwdin charge in e.
Element x y z (Å)
1 H -3.64052 4.41123 1.81235  0.08
2 H 0.14876 1.13811 2.62523  0.14
3 C -3.43349 0.40401 0.25894  -0.04
4 H -0.65969 6.14973 2.52380  0.08
5 N 2.74766 -1.93271 -3.50885  -0.32
6 P 1.85222 -0.61975 -3.06003  0.78
7 C -4.97205 -6.23047 4.03470  -0.11
8 H -4.14377 -6.44480 3.35306  0.08
9 H 3.31420 4.25926 -0.24601  0.08
10 C 3.90452 1.20436 0.97988  -0.20
11 H -3.38899 -2.80181 3.77875  0.12
12 C -1.04356 0.91116 -1.37014  -0.42
13 H 1.83067 -3.97109 -5.68468  0.09
14 O -4.87916 -4.92952 4.60601  -0.20
15 H 1.86500 -5.34807 -4.56585  0.08
16 C -4.54388 2.15161 1.70786  -0.10
17 H 2.97180 3.96425 1.67559  0.07
18 H 4.03410 -6.34032 -4.33641  0.12
19 H -4.65163 -4.08332 2.19584  0.09
20 H -1.41687 -0.73951 2.39088  0.09
21 H 0.78831 -0.33810 -4.01389  0.04
22 C 1.18687 3.36975 0.20674  -0.39
23 H 3.04279 -4.01790 -4.38517  0.04
24 O -1.32825 -1.86249 -4.00711  -0.38
25 H -1.50115 -1.56335 0.67981  0.04
26 H 3.28343 1.80835 1.79471  0.06
27 H 5.04926 -6.42918 -5.78354  0.12
28 H 0.56020 4.10794 -0.49211  0.08
29 C 0.91192 9.80770 2.34408  -0.19
30 C -2.84137 -3.73474 3.95340  -0.20
31 H -0.06755 6.37237 4.18511  0.09
32 H 1.34315 -6.47953 -6.93674  0.08
33 H -5.90682 -6.29252 3.47081  0.09
34 H -1.84552 -3.47217 4.32733  0.12
35 B 0.18100 0.05290 0.95298  -0.48
36 C 3.38824 1.42012 -0.55793  -0.45
37 H 0.53896 3.21153 1.16734  0.07
38 C -3.54593 -4.60072 5.00503  -0.19
39 C 2.48624 -4.62565 -5.10345  -0.13
40 O 0.97355 7.39139 2.74589  -0.21
41 C -2.23749 1.37485 -0.29056  -0.01
42 H 3.73896 -1.65129 -3.67726  -0.01
43 C -0.76506 -1.20885 1.52706  -0.05
44 C 0.78750 8.39981 1.74859  -0.20
45 O 3.39620 -5.25298 -6.00016  -0.20
46 C 4.01246 -6.41098 -5.42971  -0.20
47 H 0.81134 10.53826 1.53872  0.12
48 C -0.26057 6.87794 3.23475  -0.11
49 C 0.33419 0.40786 -0.68148  -0.38
50 H 4.04736 2.30912 -1.00662  0.09
51 H 0.85030 10.76172 4.96391  0.09
52 H 0.08154 -7.13306 -5.87531  0.09
53 H 4.99971 1.67753 1.03106  0.08
54 C 1.02072 -7.36683 -6.38413  -0.11
55 S 2.26179 -1.78236 -0.11243  0.77
56 H -3.40402 -0.72578 -0.12738  0.10
57 O -2.65316 -4.44871 2.72826  -0.20
58 C -3.49707 3.35513 1.32977  -0.03
59 O -1.68553 0.15308 -2.40030  -0.18
60 P 1.58333 1.83521 -0.82225  0.98
61 H -4.99098 -6.97961 4.83139  0.09
62 C -0.02088 -2.18324 -1.61106  -0.26
63 H 1.57988 8.26411 1.00414  0.12
64 S -1.49862 -1.48623 -2.47963  0.82
65 C -3.64937 -4.13737 1.76064  -0.10
66 O 1.97267 -7.76915 -5.40463  -0.20
67 H 1.89724 9.95555 2.80997  0.13
68 O -2.73737 -2.35926 -2.03325  -0.37
69 C 0.28399 9.88715 4.63119  -0.11
70 H -3.40790 -3.18448 1.28237  0.07
71 H 0.89536 8.98862 4.75570  0.08
72 O 0.89975 0.77767 2.03325  -0.02
73 C 1.04565 -0.92608 -1.32266  -0.75
74 H -2.96977 -5.51310 5.21806  0.13
75 H 2.74944 0.49971 -3.10126  0.00
76 H -3.64461 -4.92365 1.00050  0.09
77 H -1.58358 2.59950 -2.42231  0.14
78 H 3.12859 -2.57906 -0.90737  -0.06
79 H 2.19402 5.41216 0.75066  0.07
80 H 3.74786 0.45695 -1.16505  0.06
81 H -5.41958 2.44879 2.46388  0.11
82 H -1.00149 7.66446 3.40581  0.08
83 C -2.29200 2.95223 0.25797  0.03
84 O -0.72810 2.21676 -2.05802  -0.13
85 H -1.54891 3.79325 -0.06253  0.07
86 C 2.52075 4.28034 0.64345  -0.15
87 H -0.60748 9.78629 5.25626  0.09
88 H 0.56453 -2.88922 -2.37556  0.13
89 H 0.84668 -8.18859 -7.08463  0.08
90 H 3.34077 -7.79559 -6.98215  0.12
91 H -0.10024 -2.08477 1.95500  0.10
92 H -3.62231 -4.03073 5.93333  0.12
93 H 3.85158 -8.55350 -5.46575  0.12
94 O -0.13334 10.07443 3.28276  -0.20
95 H -0.21962 -2.84078 -0.66456  0.12
96 H -0.17427 8.26976 1.23982  0.12
97 N -4.55451 0.74058 1.19809  0.00
98 H 4.05383 0.06766 1.29420  0.06
99 C 3.31712 -7.69934 -5.88672  -0.20

---

[4]
C6H6 | ωB97M-V/def2-TZVPD

The maximum force is 0.56 eV Å⁻¹. As for the total charge: 0. The calculation puts the gap between HOMO and LUMO at 7.6 eV. As for the HOMO energy: -0.31417 hartree. Its electronic energy is -232.000895 Eh. The value obtained for the relative energy (zero: lowest compared OMol25 entry of this formula, charge and spin) is 591.9 kJ/mol.

Last column: Löwdin charge in e.
Element x y z (Å)
1 C -1.18509 -1.49535 -0.59376  -0.09
2 H -1.99423 -1.08140 -1.21313  0.09
3 H -1.34517 0.19246 0.80487  0.12
4 C -0.63926 -0.35848 0.17903  -0.05
5 H -1.64476 -2.25243 0.04969  0.09
6 C 0.80430 1.48223 0.59417  -0.13
7 C 0.64120 0.12949 0.10504  -0.40
8 H 0.73240 3.69067 1.12543  0.03
9 C 0.77319 2.65281 0.88180  0.12
10 H -0.41144 -1.93314 -1.22389  0.06
11 H 2.63178 -0.29116 -0.25119  0.01
12 C 1.63710 -0.73571 -0.45806  0.16